1.
# C2H5NO2

An isolated molecule of C2H5NO2 (ωB97M-V/def2-TZVPD, OMol25).

calculated total energy: -7739.3770 eV
LUMO: 0.4 eV
orbital gap: 10.53 eV
structure (SMILES): NCC(=O)O

Atoms and positions in Å:
H1 1.9158 -1.1526 -0.2577
H2 -0.3076 -0.9311 1.1743
O1 0.8236 1.6265 0.0514
O2 1.9909 -0.2350 0.0410
N1 -1.5774 0.2431 0.0290
H3 -0.3803 -1.3235 -0.5763
C1 0.8298 0.4133 -0.0856
H4 -1.5861 0.5526 -0.9570
C2 -0.3558 -0.5175 0.0921
H5 -1.3529 1.3242 0.4891

Forces on the atoms, in the same order (eV/Å):
-0.05 0.09 0.22
0.44 0.47 -1.73
-0.45 -1.84 -0.88
1.10 -0.29 -0.89
0.07 4.22 0.07
0.06 -1.22 -1.05
0.66 1.18 2.28
-0.67 -0.18 0.42
-0.52 1.68 2.90
-0.63 -4.10 -1.33

Results of the natural (NBO) charge analysis, in e, for atoms 1 through 5: 0.482, 0.224, -0.567, -0.663, -0.805

---

2.
# C3H10N4

A cluster of 2 separate species, C3H10N4 in total (ωB97M-V/def2-TZVPD, OMol25).

calculated total energy: -9228.5596 eV
LUMO: 1.0 eV
orbital gap: 8.25 eV

Atoms and positions in Å:
N1 -0.4043 1.1170 1.5245
H1 1.5080 0.3474 0.4165
H2 0.3015 1.1294 -0.7391
H3 -2.3253 -1.0901 0.2246
N2 0.7785 -1.1996 -1.5204
C1 0.4786 0.4359 0.0760
H4 -1.7271 -0.2765 -1.2702
H5 0.3982 1.3097 2.1227
C2 1.8141 -1.8848 -1.3921
N3 -1.0092 2.3425 1.2278
H6 -0.4812 2.9257 0.5737
H7 -0.1304 -1.4638 0.8960
H8 2.3784 -1.9966 -0.4436
H9 -1.9339 2.1791 0.8455
N4 -1.5988 -0.7368 -0.3797
H10 2.2717 -2.3870 -2.2554
C3 -0.3187 -0.7516 0.0932

Forces on the atoms, in the same order (eV/Å):
2.31 -0.64 -2.28
-0.12 -0.13 -0.30
0.04 -0.06 0.01
0.00 0.04 -0.71
-1.95 -1.00 0.58
-1.90 2.27 4.26
-0.54 -0.10 0.41
-0.31 0.19 0.13
0.40 0.08 0.45
-0.28 0.76 -0.03
-0.18 -0.24 0.20
0.04 0.13 -0.22
-0.28 -0.32 0.01
0.17 -0.06 0.02
0.59 -0.10 0.13
0.17 0.31 -0.07
1.85 -1.13 -2.60

Results of the natural (NBO) charge analysis, in e, for atoms 1 through 5: -0.493, 0.209, 0.205, 0.409, -0.526

---

3.
# C22H35MoN7O3PS4

A structure of composition C22H35MoN7O3PS4 (ωB97M-V/def2-TZVPD, OMol25).

2S+1: 3
calculated total energy: -94438.2142 eV
LUMO (spin up / spin down): -4.4 / -4.3 eV
net charge: +1
orbital gap (spin up / spin down): 6.22 / 6.44 eV

Atoms and positions in Å:
H1 3.7004 4.2410 -1.5082
H2 -3.4881 3.6265 -1.2877
H3 -4.7806 0.0335 4.0551
H4 -4.9669 -1.3682 5.1199
C1 4.3609 -1.4943 -2.4034
H5 3.2643 -0.5246 -0.8253
H6 -3.8521 3.3624 -3.7517
C2 0.8245 -0.9947 3.6850
O1 0.2844 -1.1668 1.1035
C3 -3.4599 2.5446 -3.1622
C4 -2.7436 1.6505 -1.0737
H7 -2.5079 -1.3848 5.5530
C5 2.1331 -1.7505 3.8848
N1 -2.7001 -1.6263 3.5049
H8 -2.3447 -0.6216 -3.4070
H9 1.6823 3.0741 -4.4614
H10 -4.1378 3.1539 0.7340
C6 -1.4373 -2.9690 -2.5574
H11 4.1808 -2.2497 -3.1699
N2 -2.1336 0.5472 0.8559
H12 4.1742 -1.3742 3.1988
C7 -2.2193 -4.9974 -3.5039
S1 0.3100 0.4245 -4.1892
H13 -2.3186 0.0869 4.5970
H14 1.0084 3.3918 -2.8580
Mo1 -1.1182 -0.7224 -0.4381
O2 1.9782 -1.0475 -2.3548
C8 -2.6115 0.3268 -2.9681
H15 3.6078 -2.8924 -0.1090
H16 2.7724 -1.2407 1.1873
H17 2.5506 3.1109 -0.7764
C9 3.2214 -0.8558 3.2918
C10 2.7065 -0.4339 1.9180
N3 -1.1305 -2.0734 -1.8127
O3 2.8017 1.2445 -2.7348
C11 -3.1788 1.3323 -3.7414
C12 -3.2495 2.7000 -1.7901
C13 -2.4971 -1.0898 2.2889
H18 1.8794 -2.4978 -0.1986
H19 -3.8066 2.1000 2.1291
H20 3.3814 0.0187 3.9258
H21 0.6826 -0.2078 4.4289
N4 -2.2940 0.2077 2.1994
H22 2.0971 -2.7045 3.3556
N5 -2.3761 0.4793 -1.6682
H23 2.6444 -3.4393 -1.4896
C14 2.7927 -2.6216 -0.7830
S2 0.9268 -0.1527 2.0924
C15 -2.6904 1.6150 0.4052
H24 2.3030 -1.9609 4.9396
H25 -3.0345 -2.5775 3.5084
H26 4.6130 -0.5557 -2.8916
C16 3.0510 2.6825 -2.8280
H27 -3.3489 1.1484 -4.7922
H28 4.2401 2.6246 -1.0285
N6 -1.7124 -3.7715 -3.4240
H29 2.2124 4.4954 -3.5425
N7 -2.6877 -6.0407 -3.6296
H30 -0.0736 -1.6109 3.6440
C17 3.4074 3.1917 -1.4472
C18 -3.3679 2.6091 1.2745
P1 1.4554 0.4177 -2.6539
S3 -2.5188 -2.1931 0.9184
H31 3.1554 0.4669 1.5044
H32 3.9282 2.7272 -3.4708
C19 -2.9075 -0.8200 4.7112
S4 0.5932 1.0695 -0.8735
H33 -4.4797 0.1918 5.7898
H34 5.2089 -1.8120 -1.7936
C20 3.1341 -1.3511 -1.5295
C21 1.9138 3.4489 -3.4667
H35 -2.6352 3.3227 1.6587
C22 -4.3729 -0.4731 4.9318

Forces on the atoms, in the same order (eV/Å):
0.01 -0.03 0.00
-0.03 -0.01 -0.05
0.02 -0.01 0.03
0.00 0.01 -0.01
0.00 -0.04 -0.03
0.04 0.05 -0.03
-0.01 -0.01 0.02
-0.02 -0.06 0.08
-0.20 0.16 0.02
0.00 0.13 0.14
0.09 -0.23 0.48
0.00 0.01 0.02
0.04 0.00 -0.01
-0.03 0.01 0.04
0.06 0.05 0.03
0.03 0.00 0.01
0.02 0.00 0.02
0.05 0.41 0.59
0.02 0.00 0.03
-0.37 0.13 0.56
0.03 0.01 -0.01
0.15 0.43 0.26
-0.11 0.02 -0.17
0.06 -0.01 0.02
0.02 0.02 0.00
0.99 -0.15 0.42
0.21 -0.07 -0.19
0.07 -0.06 -0.08
0.03 -0.05 -0.03
0.02 0.08 0.14
0.02 0.03 -0.01
-0.07 -0.04 0.00
0.05 0.01 0.07
-0.03 -0.66 -0.39
0.03 -0.11 0.01
0.05 -0.09 -0.10
-0.14 0.23 -0.22
-0.06 0.09 0.14
0.02 -0.06 -0.08
0.00 -0.01 0.03
0.01 0.00 0.00
0.02 0.00 -0.02
0.21 -0.13 -0.39
0.00 0.01 -0.02
-0.23 0.34 -0.06
0.02 -0.01 0.02
-0.05 -0.10 -0.05
-0.21 -0.03 -0.40
0.01 0.03 -0.39
-0.01 -0.01 0.00
0.09 -0.02 0.04
-0.02 0.01 0.00
-0.06 -0.07 0.03
-0.01 0.01 0.01
-0.02 0.01 -0.02
-0.19 -0.45 -0.61
-0.02 0.00 -0.01
0.02 -0.09 -0.04
-0.01 0.02 0.03
0.00 0.00 0.05
-0.05 0.07 -0.04
0.04 0.02 0.14
-0.04 0.15 0.02
0.00 0.01 0.02
0.03 0.03 -0.05
-0.10 -0.05 -0.15
-0.34 -0.04 0.13
0.00 -0.04 -0.01
0.00 0.01 -0.03
-0.08 0.07 0.06
-0.04 0.01 0.01
0.00 0.00 0.00
0.00 0.04 -0.01

Results of the Mulliken charge analysis, in e, for atoms 1 through 5: 0.474, 0.432, 0.264, 0.353, -1.610

---

4.
# C3H5N

The ion C3H5N with charge -1 (ωB97M-V/def2-TZVPD, OMol25).

2S+1: 2
calculated total energy: -4679.9431 eV
LUMO (spin up / spin down): 5.1 / 5.0 eV
net charge: -1
orbital gap (spin up / spin down): 5.00 / 7.80 eV

Atoms and positions in Å:
N1 -0.1660 -0.7394 0.5608
C1 -0.3060 1.3253 -0.7138
C2 -0.8744 0.2111 -0.1245
H1 -1.9233 -0.0585 -0.1841
H2 0.7440 1.5206 -0.6024
H3 1.8326 -0.3038 -0.1541
H4 1.6161 -1.7400 0.9386
C3 1.1156 -0.9538 0.3733
H5 -0.9976 1.9160 -1.3088

Forces on the atoms, in the same order (eV/Å):
-1.46 -0.45 -0.48
-1.58 -0.64 -0.18
1.92 -0.46 0.66
-0.27 0.53 -0.05
0.14 0.28 -0.16
-0.43 0.03 -0.18
-0.21 -0.04 0.13
1.39 0.30 0.29
0.50 0.43 -0.03

Results of the natural (NBO) charge analysis, in e, for atoms 1 through 5: -0.578, -0.705, -0.061, 0.146, 0.179

---

5.
# C25H35AsN4OPd

A structure of composition C25H35AsN4OPd (ωB97M-V/def2-TZVPD, OMol25).

calculated total energy: -98813.8173 eV
LUMO: 4.5 eV
net charge: -2
orbital gap: 3.07 eV

Atoms and positions in Å:
H1 -6.1266 0.3116 1.0553
H2 -1.9571 1.7016 -3.9263
H3 -2.7784 2.4282 0.8286
H4 0.3195 1.3999 3.6037
H5 2.8299 -0.9189 -1.8851
H6 3.9301 -0.2041 -4.1571
C1 0.8870 -3.8000 -1.4725
H7 -6.8351 -1.0857 -0.6938
Pd1 0.0685 -0.0165 -0.1037
H8 -1.7173 -0.7801 -5.5031
C2 -3.5965 -2.1233 -1.1529
C3 3.7012 0.7865 -4.5867
N1 -1.7597 0.6792 0.2442
C4 0.1425 1.5382 2.5351
C5 2.1427 -1.2922 1.1638
H9 3.7658 -3.8657 2.7845
H10 -3.9969 0.9881 1.5987
H11 4.2294 1.5853 -4.0381
H12 4.2664 -2.5384 4.6645
H13 2.2789 1.0263 3.7436
H14 -1.9126 0.9729 2.7798
H15 -1.0871 2.6198 0.3621
H16 3.2314 -2.3321 -0.9147
N2 -1.4887 -2.0542 0.0505
H17 -0.9100 -5.0102 -1.5598
H18 -1.0719 -3.4098 -2.2857
C6 -4.9333 -1.8623 -1.2796
H19 -3.2102 -2.8931 -1.8091
C7 -2.5917 -1.5039 -0.3140
H20 1.3031 -4.5901 -2.1036
C8 2.4127 -1.6764 -1.2174
H21 1.7045 -2.5263 -3.0362
C9 1.6779 -0.2762 2.1703
C10 -5.3368 -0.1654 0.4796
H22 0.4778 -1.7735 -2.0450
C11 -1.5136 -1.0616 -4.4649
H23 3.9566 0.8191 -5.6601
C12 3.6810 -2.0728 3.8811
C13 -1.3555 1.8094 2.3488
C14 -0.6474 -3.9539 -1.4363
C15 2.4451 0.0402 3.3332
H24 3.7057 -0.2716 4.9573
As1 -0.0078 0.0792 -3.7507
C16 3.3056 -0.7509 4.0678
C17 -5.7681 -1.0294 -0.5124
O1 -0.5079 0.1280 -2.0809
H25 -2.2803 -3.9942 -0.0313
H26 -1.0178 1.7156 -5.4518
C18 -4.0545 0.2530 0.8063
H27 -1.2535 -2.1237 -4.4380
N3 0.6219 0.3916 1.7891
C19 -1.7899 1.9697 0.8862
H28 -1.6029 2.7141 2.9128
C20 3.4011 -2.8431 2.7477
C21 -0.9529 1.7129 -4.3608
H29 -5.4397 -2.4444 -2.0452
C22 2.8209 -2.4937 1.5564
H30 -2.4120 -0.8953 -3.8597
H31 -0.4222 2.6069 -4.0310
H32 2.8701 -3.2560 0.7927
C23 -2.8004 -0.1038 0.2159
N4 1.8656 -0.9581 -0.0677
C24 1.3445 -2.4301 -2.0111
C25 -1.3124 -3.4825 -0.1327
H33 0.7013 2.4283 2.2204
H34 -0.6798 -3.8265 0.6934
H35 1.2738 -3.9744 -0.4618

Forces on the atoms, in the same order (eV/Å):
0.00 0.04 0.02
0.04 0.02 -0.02
-0.08 0.01 -0.01
0.03 -0.02 0.06
-0.01 0.09 0.00
0.04 0.08 -0.06
-0.13 0.15 0.08
-0.01 -0.04 0.00
0.18 1.03 -0.67
0.03 -0.03 0.00
-0.09 0.10 -0.10
0.05 0.17 0.00
-0.32 -0.13 0.04
-0.29 -0.06 -0.03
0.45 0.26 0.08
0.05 -0.02 -0.02
-0.01 0.04 -0.01
0.09 -0.12 -0.06
0.03 -0.01 0.00
0.02 0.06 -0.08
-0.07 0.06 0.04
0.01 0.05 -0.05
0.06 0.01 -0.02
-0.11 -0.35 0.15
0.01 -0.02 -0.01
-0.04 -0.07 0.00
0.02 -0.04 0.19
0.06 0.06 -0.05
-0.09 0.05 0.24
0.05 -0.04 0.03
-0.10 0.02 -0.20
-0.01 0.00 -0.03
0.02 -0.08 0.18
0.10 0.01 -0.17
-0.01 0.00 -0.07
-0.07 0.04 0.13
0.07 -0.04 0.08
0.00 -0.01 0.10
0.16 -0.09 -0.15
0.21 0.11 -0.01
-0.11 0.04 -0.14
0.01 0.01 0.03
0.07 -0.16 -0.21
-0.06 -0.22 0.00
-0.04 0.02 0.03
-0.38 -0.14 0.27
-0.03 -0.02 -0.02
0.04 0.00 0.01
0.01 -0.13 0.02
0.02 0.03 0.03
0.20 -0.31 0.04
0.08 -0.10 0.20
0.01 0.01 0.04
0.15 0.16 0.07
-0.05 0.07 0.16
-0.01 -0.04 -0.01
-0.04 0.03 -0.06
0.07 0.01 -0.01
0.05 -0.05 -0.01
-0.14 -0.01 -0.01
-0.06 0.16 -0.23
-0.07 -0.49 0.07
0.00 -0.15 0.25
-0.08 0.06 -0.11
0.08 0.02 -0.02
-0.02 -0.03 0.03
-0.03 0.00 -0.03

Results of the natural (NBO) charge analysis, in e, for atoms 1 through 5: 0.182, 0.201, 0.190, 0.185, 0.255

---

6.
# C45H63FHfN3O4P2

A structure of composition C45H63FHfN3O4P2 (ωB97M-V/def2-TZVPD, OMol25).

calculated total energy: -82930.5561 eV
LUMO: -7.4 eV
net charge: +3
orbital gap: 6.89 eV

Atoms and positions in Å:
N1 4.3681 -2.1517 -10.4406
H1 5.3374 -0.6881 -9.2938
P1 -0.7812 1.9402 -2.6403
H2 7.3491 -3.4891 -4.4165
H3 -3.0156 0.6810 4.4272
C1 -0.8545 0.5041 4.0376
H4 -3.0529 2.7576 -2.4098
C2 -3.3379 3.1294 3.1687
H5 -3.2036 2.5421 4.0714
C3 2.1825 -0.9019 -2.3691
H6 2.8664 -0.7706 -9.9271
C4 3.3030 -1.8552 -6.3826
H7 -4.3789 3.4536 3.1369
C5 2.9459 2.2153 0.1922
H8 2.2872 -2.2103 -10.8013
H9 1.2068 -0.2331 4.2984
H10 -3.8188 -0.2782 -1.2690
C6 2.5616 -1.2253 -3.7256
C7 5.3725 -1.7714 -9.3884
H11 -2.9342 4.2212 0.7511
C8 1.9694 3.1552 0.9067
H12 1.5021 0.8071 2.5977
H13 0.1199 -1.4157 3.5451
H14 -2.0941 0.2593 -7.0920
C9 -3.2860 -1.2147 -1.1043
H15 -3.1710 2.7657 -0.2481
C10 2.9538 -1.8516 -10.0198
H16 -1.8620 4.0196 -2.0357
H17 -0.4685 1.3510 5.9875
C11 -2.1004 3.1939 -2.7074
H18 4.5821 -1.6613 -11.3128
C12 -1.5306 0.9616 -5.1499
C13 4.0164 -2.3637 -5.3120
C14 5.0186 -2.4434 -8.0673
C15 -1.0426 -0.3208 1.3573
H19 -3.3381 -1.4944 -0.0532
C16 2.6575 3.7059 2.1666
H20 6.3568 -2.0753 -9.7397
H21 -3.6417 0.3184 2.5084
O1 3.4014 -1.7587 0.9511
H22 -4.4918 3.4130 0.7221
H23 -2.2061 3.5878 -3.7186
H24 0.7835 3.7285 -3.0465
H25 -3.7676 -1.9879 -1.7037
H26 0.9538 5.0331 0.4837
C17 1.8313 -0.7124 -4.8139
C18 -3.4160 3.2428 0.7039
C19 -2.2156 -0.0522 4.4635
H27 -0.9488 3.5520 0.3685
H28 2.7476 -3.6279 -8.8278
H29 7.2052 -4.2996 -2.0151
H30 6.7319 -2.6149 -1.5096
C20 6.7176 -3.3733 -2.2804
H31 0.1413 -2.7559 -1.8566
C21 0.6507 1.3401 2.2043
C22 -0.4853 1.6887 4.9501
H32 0.3451 2.9587 -4.5665
C23 3.9909 -2.3372 -1.6800
H33 5.1988 -4.4566 -3.4932
H34 -0.0020 -1.0478 5.2578
C24 2.9265 -1.5289 -1.3510
H35 -1.3451 1.9675 -5.5076
H36 3.2756 1.3947 0.8312
H37 1.1059 3.9657 -0.9231
C25 -1.5391 2.0296 1.8384
H38 6.8207 -1.8284 -3.8516
C26 5.5136 -3.4751 -3.1626
H39 1.9868 4.3700 2.7134
C27 -1.6323 -0.6479 -3.3601
F1 1.5310 -0.4567 -7.1094
H40 2.5090 4.8520 -0.3213
O2 1.5402 -0.6865 0.3632
C28 -2.2064 -1.2949 -5.6142
C29 -0.8591 -2.7140 -1.4262
H41 -1.1978 2.5098 4.8773
H42 3.8262 2.7726 -0.1322
H43 2.5285 1.7819 -0.7366
H44 -2.5457 -2.0503 -6.3108
H45 1.6765 -2.3131 -8.3726
C30 0.5884 2.7669 -3.5220
H46 -1.4893 -3.4597 -1.9100
N2 3.6603 -2.1013 -7.7019
C31 1.6084 4.3188 -0.0169
H47 4.5582 -2.7989 -0.8823
C32 -2.0551 -1.6112 -4.2738
O3 -1.6237 -1.2630 1.7335
H48 4.4520 -3.1520 -10.6455
C33 -0.6555 2.7520 1.0312
C34 2.6881 -2.5375 -8.6913
H49 -2.5029 -0.9287 3.8871
C35 2.2026 -1.0161 -6.0852
N3 4.3827 -2.5842 -2.9263
H50 2.9604 2.8983 2.8346
C36 -3.0260 2.3409 1.8831
C37 2.6533 -1.3442 0.1087
H51 -2.7091 4.0194 3.2374
C38 -1.3537 0.6505 -3.8020
C39 -0.7375 1.0285 2.5697
H52 -2.2825 -2.6164 -3.9385
H53 -2.1294 -0.3646 5.5048
H54 5.1637 -3.5300 -8.1557
H55 3.5484 4.2721 1.8910
H56 -3.7872 0.6408 0.7794
C40 -1.9521 -0.0025 -6.0517
H57 -0.8036 -2.9479 -0.3618
H58 1.4879 2.1551 -3.4672
C41 0.7154 2.4174 1.3471
C42 3.6654 -2.0542 -3.9907
Hf1 0.1920 0.6014 -0.3344
O4 1.2212 -0.0723 -2.1640
H59 4.8482 -3.0273 -5.4928
H60 0.9801 -0.0657 -4.6431
C43 -3.8930 1.0784 1.7757
H61 5.7141 -2.0786 -7.3142
H62 -4.9422 1.3415 1.9098
C44 6.7921 -2.9001 -3.7014
H63 0.5078 2.0769 4.7117
C45 0.1844 -0.6112 4.2776
P2 -1.5442 -1.0349 -1.5872

Forces on the atoms, in the same order (eV/Å):
0.00 0.01 -0.13
-0.02 0.01 -0.02
0.04 0.13 -0.04
-0.01 0.01 -0.01
0.02 -0.02 -0.01
-0.02 -0.11 0.01
0.02 0.02 0.01
0.00 -0.01 -0.03
0.01 0.03 0.00
0.24 -0.13 0.04
0.03 0.00 -0.01
-0.03 -0.12 0.22
0.00 0.00 0.00
0.06 -0.03 -0.10
0.02 0.00 -0.03
-0.02 -0.02 -0.01
0.02 0.01 0.04
-0.03 0.01 -0.04
0.07 -0.03 0.14
-0.02 -0.01 -0.02
0.11 0.14 0.03
-0.01 0.05 0.05
0.00 0.00 0.01
0.00 0.00 0.01
0.02 -0.02 0.00
0.01 0.02 0.03
-0.10 -0.02 0.11
-0.02 -0.01 0.01
-0.01 0.00 -0.01
-0.02 -0.03 0.04
0.00 -0.04 0.02
0.01 0.05 0.01
0.05 -0.04 -0.07
-0.04 -0.05 -0.02
0.09 -0.48 -0.75
-0.05 0.02 0.00
-0.03 0.00 -0.01
0.00 0.00 -0.02
-0.02 0.02 -0.04
-0.06 0.01 -0.01
-0.02 -0.01 0.02
0.05 -0.03 -0.03
0.02 -0.02 0.01
0.07 -0.03 -0.04
0.00 0.00 -0.02
0.00 -0.04 -0.06
0.04 -0.03 0.05
0.01 0.00 0.04
0.00 0.05 0.09
0.00 0.00 0.04
-0.01 0.00 0.02
0.00 -0.01 0.00
-0.02 0.01 -0.03
0.01 0.00 0.02
0.10 -0.06 -0.09
-0.01 -0.02 -0.01
-0.05 -0.02 0.02
0.09 -0.06 -0.02
0.01 -0.01 0.00
0.00 -0.01 0.00
-0.19 0.15 0.04
-0.01 -0.01 -0.01
-0.01 0.02 0.02
-0.01 0.02 0.01
0.00 -0.08 0.05
0.02 -0.02 -0.02
0.04 -0.05 -0.02
0.01 -0.01 0.00
0.00 -0.01 -0.04
0.02 -0.07 -0.04
0.01 -0.01 0.00
-0.16 -0.01 0.13
-0.01 0.00 -0.03
0.00 0.08 0.03
-0.01 -0.02 -0.02
0.03 -0.02 0.04
-0.06 0.07 -0.01
0.00 0.01 0.00
-0.03 0.05 -0.01
0.03 0.00 0.05
-0.04 0.04 -0.02
0.03 0.22 -0.23
-0.02 -0.05 0.03
0.01 -0.01 -0.02
0.02 -0.03 0.06
0.01 0.14 0.10
0.01 0.03 -0.01
0.07 0.11 -0.19
0.06 -0.06 0.00
-0.01 0.01 0.02
-0.04 0.11 0.07
0.02 0.00 0.05
0.00 0.01 0.00
-0.13 -0.07 -0.15
0.24 -0.07 -0.15
-0.01 -0.01 0.01
-0.03 -0.03 -0.03
0.19 0.37 0.32
0.00 0.01 -0.01
0.00 0.00 0.00
-0.02 -0.01 0.04
-0.01 0.00 0.00
-0.02 0.02 0.07
-0.01 0.00 0.01
0.02 -0.01 -0.01
0.00 0.02 -0.01
-0.13 -0.05 -0.44
-0.11 0.08 0.03
-0.01 -0.17 0.92
-0.16 0.14 0.18
-0.01 0.00 0.01
0.04 -0.02 -0.01
0.08 0.01 -0.01
0.02 0.03 -0.02
-0.01 0.03 0.00
-0.04 0.03 0.04
-0.01 -0.01 0.02
-0.01 0.07 -0.03
-0.28 -0.08 -0.16

Results of the Mulliken charge analysis, in e, for atoms 1 through 5: -0.120, 0.375, 1.464, 0.312, 0.287